Entry 1:
{"formula": "C41H38I2NO23", "method": "ωB97M-V/def2-TZVPD", "max_force_ev_per_a": 1.2, "total_charge": 1, "de_lowest_kj_mol": 0.0, "total_energy_ev": -107908.54807, "lumo_ha": -0.1391, "elements": ["C", "C", "I", "C", "I", "C", "C", "C", "O", "O", "C", "O", "C", "O", "C", "C", "O", "C", "C", "N", "C", "C", "C", "C", "C", "O", "O", "H", "H", "H", "H", "H", "H", "H", "H", "H", "H", "H", "H", "H", "H", "H", "H", "H", "H", "H", "H", "H", "H", "C", "C", "C", "O", "C", "C", "C", "O", "O", "O", "H", "H", "H", "H", "C", "C", "C", "O", "C", "C", "C", "O", "O", "O", "H", "H", "H", "H", "C", "C", "C", "O", "C", "C", "C", "O", "O", "O", "H", "H", "H", "H", "C", "C", "C", "O", "C", "C", "C", "O", "O", "O", "H", "H", "H", "H"], "positions_angstrom": [[-4.594, -2.207, -1.783], [-3.381, -1.363, -1.586], [-3.800, 0.634, -1.090], [-2.128, -1.795, -1.669], [-1.825, -3.870, -2.009], [-0.921, -0.960, -1.522], [-0.594, 0.013, -2.466], [-1.390, 0.325, -3.698], [-1.935, 1.373, -3.777], [-1.416, -0.578, -4.711], [-0.521, -0.155, -5.745], [0.796, -0.106, -5.272], [1.668, -1.040, -5.872], [1.417, -2.347, -5.490], [1.490, -2.554, -4.100], [1.999, -3.968, -3.865], [1.055, -4.905, -4.352], [0.559, 0.772, -2.302], [1.378, 0.554, -1.224], [1.050, -0.395, -0.335], [-0.055, -1.148, -0.436], [-0.291, -2.166, 0.635], [0.502, -1.868, 1.912], [1.769, -2.718, 2.061], [3.000, -1.874, 2.165], [3.021, -0.668, 2.078], [4.116, -2.579, 2.366], [-5.467, -1.592, -1.964], [-4.471, -2.846, -2.652], [-4.788, -2.819, -0.905], [-0.802, 0.843, -6.074], [-0.627, -0.823, -6.591], [2.679, -0.763, -5.567], [1.640, -0.985, -6.957], [2.151, -1.834, -3.602], [0.505, -2.473, -3.634], [2.876, -4.093, -4.493], [2.214, -4.131, -2.807], [0.257, -4.830, -3.822], [0.814, 1.516, -3.038], [2.282, 1.124, -1.094], [1.703, -0.526, 0.441], [-1.345, -2.248, 0.878], [-0.008, -3.140, 0.240], [-0.143, -2.101, 2.753], [0.709, -0.809, 2.018], [1.745, -3.376, 2.911], [1.906, -3.326, 1.171], [4.861, -2.017, 2.110], [3.903, 6.607, -0.663], [3.877, 5.372, -1.171], [4.462, 4.198, -0.442], [4.367, 3.097, -0.974], [5.095, 4.417, 0.834], [5.131, 5.657, 1.354], [4.521, 6.835, 0.638], [4.577, 7.918, 1.177], [5.694, 5.930, 2.514], [3.325, 5.085, -2.358], [3.482, 7.459, -1.176], [5.525, 3.564, 1.340], [5.581, 6.891, 2.657], [3.449, 4.126, -2.481], [1.477, -7.468, 2.615], [1.539, -8.695, 3.157], [2.610, -9.072, 4.150], [2.585, -10.196, 4.607], [3.608, -8.073, 4.498], [3.543, -6.852, 3.952], [2.458, -6.474, 2.984], [2.465, -5.329, 2.550], [4.423, -5.893, 4.222], [0.679, -9.652, 2.866], [0.713, -7.187, 1.905], [4.381, -8.356, 5.197], [4.156, -5.114, 3.699], [0.947, -10.432, 3.392], [-6.892, 3.160, 3.183], [-5.871, 2.714, 2.442], [-5.052, 1.519, 2.854], [-4.147, 1.155, 2.118], [-5.375, 0.862, 4.104], [-6.396, 1.309, 4.851], [-7.233, 2.486, 4.426], [-8.151, 2.819, 5.147], [-6.742, 0.755, 6.001], [-5.509, 3.295, 1.300], [-7.487, 4.015, 2.896], [-4.770, 0.016, 4.398], [-7.507, 1.266, 6.331], [-4.748, 2.788, 0.965], [-1.586, 6.841, 0.275], [-2.750, 6.240, -0.006], [-2.831, 5.082, -0.959], [-3.925, 4.579, -1.150], [-1.607, 4.627, -1.607], [-0.445, 5.234, -1.327], [-0.363, 6.377, -0.353], [0.734, 6.860, -0.139], [0.719, 4.885, -1.878], [-3.902, 6.615, 0.532], [-1.514, 7.673, 0.961], [-1.683, 3.803, -2.305], [1.386, 5.488, -1.504], [-4.586, 6.019, 0.169]]}

=====

Entry 2:
{"formula": "C41H38IN7OP2Pd", "method": "ωB97M-V/def2-TZVPD", "max_force_ev_per_a": 3.8, "total_charge": 4, "de_lowest_kj_mol": 352.6, "total_energy_ev": -85728.99508, "lumo_ha": [-0.5316, -0.5317], "elements": ["Pd", "N", "C", "N", "C", "N", "N", "C", "C", "C", "C", "C", "C", "N", "C", "C", "C", "C", "C", "C", "H", "H", "H", "H", "H", "H", "H", "H", "H", "H", "H", "C", "N", "P", "C", "C", "C", "C", "C", "C", "C", "C", "C", "C", "C", "C", "P", "C", "C", "C", "C", "C", "C", "C", "C", "C", "C", "C", "C", "H", "H", "H", "H", "H", "H", "H", "H", "H", "H", "H", "H", "H", "H", "H", "H", "H", "H", "H", "H", "H", "H", "H", "N", "C", "O", "C", "I", "H", "H", "H", "H"], "positions_angstrom": [[1.243, 0.295, 0.312], [-1.178, 4.570, 0.502], [-0.396, 3.603, 0.032], [0.098, 2.635, 0.761], [-0.120, 2.672, 2.122], [0.472, 1.806, 2.898], [1.343, 0.964, 2.420], [2.124, 0.295, 3.200], [3.207, -0.451, 2.622], [4.246, -0.964, 3.406], [5.323, -1.572, 2.782], [5.337, -1.643, 1.400], [4.257, -1.115, 0.688], [3.229, -0.539, 1.277], [-0.957, 3.681, 2.710], [-1.192, 3.784, 4.088], [-1.979, 4.808, 4.572], [-2.563, 5.737, 3.701], [-2.335, 5.666, 2.340], [-1.515, 4.654, 1.839], [-1.497, 5.318, -0.110], [-0.152, 3.616, -1.024], [2.027, 0.371, 4.280], [4.223, -0.842, 4.476], [6.139, -1.970, 3.364], [6.160, -2.094, 0.869], [4.242, -1.183, -0.392], [-0.739, 3.066, 4.754], [-2.135, 4.905, 5.636], [-3.178, 6.530, 4.102], [-2.770, 6.402, 1.681], [-1.674, -1.598, -2.158], [-0.854, -0.710, -1.342], [0.475, 0.198, -1.976], [0.109, 0.518, -3.732], [0.610, -0.334, -4.719], [0.301, -0.089, -6.044], [-0.453, 1.021, -6.402], [-0.947, 1.871, -5.418], [-0.669, 1.620, -4.088], [1.949, -0.859, -2.078], [1.974, -2.244, -2.261], [3.121, -2.832, -2.769], [4.247, -2.063, -3.054], [4.250, -0.692, -2.801], [3.105, -0.090, -2.313], [-1.553, 0.327, -0.138], [-3.309, 0.524, -0.569], [-3.723, 1.614, -1.333], [-5.066, 1.788, -1.617], [-5.999, 0.888, -1.118], [-5.583, -0.208, -0.378], [-4.245, -0.399, -0.093], [-1.545, -0.519, 1.468], [-2.483, -0.125, 2.427], [-2.498, -0.743, 3.665], [-1.551, -1.715, 3.969], [-0.574, -2.052, 3.039], [-0.548, -1.444, 1.792], [-1.086, -1.964, -3.000], [-2.562, -1.098, -2.552], [-2.002, -2.447, -1.555], [1.221, -1.186, -4.463], [0.652, -0.775, -6.803], [-0.643, 1.231, -7.444], [-1.530, 2.734, -5.695], [-1.031, 2.288, -3.319], [1.104, -2.847, -2.045], [3.128, -3.894, -2.968], [5.129, -2.533, -3.467], [5.133, -0.098, -2.990], [3.067, 0.984, -2.144], [-2.993, 2.326, -1.694], [-5.387, 2.629, -2.210], [-7.051, 1.051, -1.300], [-6.304, -0.926, -0.015], [-3.924, -1.261, 0.474], [-3.213, 0.641, 2.202], [-3.245, -0.456, 4.389], [-1.578, -2.198, 4.935], [0.168, -2.801, 3.276], [0.203, -1.733, 1.048], [2.905, -4.813, 1.188], [1.900, -4.049, 0.779], [1.959, -2.834, 0.644], [0.600, -4.801, 0.490], [0.779, -5.992, -1.332], [3.818, -4.425, 1.371], [2.814, -5.810, 1.303], [-0.220, -4.100, 0.341], [0.361, -5.500, 1.291]]}

=====

Entry 3:
{"formula": "C41H39Cl2CoNO2P2", "method": "ωB97M-V/def2-TZVPD", "spin_multiplicity": 4, "max_force_ev_per_a": 1.4, "s2": 3.76, "total_energy_ev": -129985.74726, "lumo_ha": [0.0164, -0.0025], "elements": ["Co", "N", "P", "C", "C", "C", "C", "C", "C", "C", "C", "C", "C", "C", "C", "P", "C", "C", "C", "C", "C", "C", "C", "C", "C", "C", "C", "C", "H", "H", "H", "H", "H", "H", "H", "H", "H", "H", "H", "H", "H", "H", "H", "H", "H", "H", "H", "H", "H", "C", "C", "C", "C", "C", "C", "H", "H", "H", "H", "H", "Cl", "C", "Cl", "H", "H", "C", "C", "C", "C", "C", "C", "C", "C", "C", "C", "O", "O", "H", "H", "H", "H", "H", "H", "H", "H", "H", "H", "H"], "positions_angstrom": [[0.710, 0.129, -0.933], [-0.645, -1.598, 1.073], [0.409, -0.252, 1.426], [1.775, -1.123, 2.299], [1.518, -2.191, 3.156], [2.557, -2.812, 3.828], [3.862, -2.359, 3.665], [4.120, -1.278, 2.838], [3.079, -0.663, 2.156], [-0.338, 0.473, 2.925], [-1.613, 0.201, 3.400], [-2.070, 0.816, 4.558], [-1.266, 1.717, 5.236], [0.002, 2.015, 4.751], [0.459, 1.397, 3.602], [-0.573, -1.819, -0.645], [-1.978, -2.964, -0.911], [-2.530, -3.716, 0.120], [-3.505, -4.661, -0.163], [-3.937, -4.855, -1.467], [-3.406, -4.088, -2.493], [-2.431, -3.144, -2.215], [0.750, -3.069, -0.845], [1.173, -3.915, 0.172], [2.152, -4.865, -0.081], [2.684, -4.998, -1.356], [2.252, -4.164, -2.379], [1.303, -3.190, -2.118], [-1.598, -1.291, 1.271], [0.497, -2.527, 3.296], [2.356, -3.645, 4.490], [4.672, -2.844, 4.195], [5.133, -0.914, 2.715], [3.279, 0.176, 1.499], [-2.269, -0.489, 2.884], [-3.064, 0.594, 4.926], [-1.625, 2.190, 6.141], [0.629, 2.727, 5.271], [1.451, 1.617, 3.221], [-2.193, -3.580, 1.140], [-3.926, -5.253, 0.640], [-4.687, -5.605, -1.684], [-3.754, -4.223, -3.509], [-2.014, -2.538, -3.013], [0.746, -3.823, 1.161], [2.502, -5.506, 0.718], [3.437, -5.750, -1.554], [2.671, -4.263, -3.372], [0.991, -2.507, -2.901], [5.433, 0.535, -1.485], [4.515, 1.535, -1.766], [3.152, 1.273, -1.670], [2.669, 0.016, -1.277], [3.615, -0.972, -1.001], [4.979, -0.721, -1.108], [6.497, 0.727, -1.564], [4.852, 2.526, -2.050], [2.456, 2.075, -1.901], [3.300, -1.964, -0.690], [5.688, -1.506, -0.871], [-0.804, -0.176, -6.208], [0.586, -0.138, -5.115], [0.102, 0.365, -3.477], [1.298, 0.585, -5.491], [1.002, -1.136, -5.067], [-3.991, 7.157, -0.842], [-3.297, 5.823, -0.779], [-3.286, 5.075, 0.388], [-2.638, 3.849, 0.467], [-2.662, 3.092, 1.765], [-1.966, 3.352, -0.660], [-1.970, 4.095, -1.852], [-1.297, 3.611, -3.107], [-2.638, 5.312, -1.887], [-1.232, 2.034, -0.589], [-1.778, 1.015, -0.106], [-0.045, 2.014, -1.065], [-4.701, 7.269, -0.024], [-4.527, 7.273, -1.784], [-3.263, 7.968, -0.773], [-3.800, 5.451, 1.267], [-3.204, 3.649, 2.529], [-1.648, 2.910, 2.126], [-3.136, 2.125, 1.625], [-1.574, 2.582, -3.328], [-0.213, 3.638, -2.999], [-1.581, 4.236, -3.953], [-2.643, 5.876, -2.814]]}

=====

Entry 4:
{"formula": "C41H39Cl2N4O10", "method": "ωB97M-V/def2-TZVPD", "max_force_ev_per_a": 2.2, "total_charge": 1, "total_energy_ev": -94615.82181, "lumo_ha": -0.1563, "elements": ["C", "C", "N", "N", "C", "N", "C", "C", "C", "C", "N", "C", "C", "Cl", "C", "C", "Cl", "H", "H", "H", "H", "H", "H", "H", "H", "H", "H", "H", "H", "H", "H", "H", "H", "H", "H", "H", "C", "C", "C", "O", "C", "C", "C", "O", "H", "H", "H", "H", "C", "C", "C", "O", "C", "C", "C", "O", "H", "H", "H", "H", "C", "C", "C", "O", "C", "C", "C", "O", "H", "H", "H", "H", "C", "C", "C", "O", "C", "C", "C", "O", "H", "H", "H", "H", "C", "C", "C", "O", "C", "C", "C", "O", "H", "H", "H", "H"], "positions_angstrom": [[-1.537, -3.279, 2.079], [-2.706, -2.293, 1.807], [-2.305, -0.991, 1.225], [-1.175, -0.444, 1.816], [-0.880, -0.282, 3.162], [-1.698, -0.699, 4.204], [-2.355, 0.282, 4.755], [-1.949, 0.909, 6.066], [-3.591, 0.832, 4.053], [0.336, 0.339, 3.257], [0.735, 0.529, 1.949], [-0.170, 0.075, 1.103], [0.017, 0.195, -0.383], [1.479, -0.754, -0.844], [0.150, 1.679, -0.809], [-0.846, 2.595, -0.086], [0.017, 1.791, -2.593], [-0.566, -2.937, 1.707], [-1.820, -4.250, 1.667], [-1.483, -3.439, 3.165], [-3.355, -2.766, 1.058], [-3.354, -2.135, 2.670], [-2.208, -1.055, 0.222], [-1.072, 1.549, 5.897], [-2.776, 1.546, 6.406], [-1.709, 0.144, 6.813], [-4.469, 0.721, 4.701], [-3.709, 0.346, 3.080], [-3.419, 1.905, 3.855], [0.878, 0.640, 4.139], [1.617, 0.964, 1.671], [-0.817, -0.223, -0.958], [1.158, 2.007, -0.515], [-1.856, 2.160, -0.116], [-0.896, 3.599, -0.515], [-0.535, 2.679, 0.966], [-0.213, 6.041, -6.491], [-0.585, 5.552, -7.671], [-0.863, 4.107, -7.851], [-1.199, 3.658, -8.928], [-0.712, 3.227, -6.667], [-0.341, 3.716, -5.488], [-0.063, 5.161, -5.306], [0.273, 5.605, -4.228], [-0.005, 7.092, -6.339], [-0.700, 6.179, -8.546], [-0.920, 2.175, -6.820], [-0.223, 3.093, -4.610], [5.208, 2.427, 2.362], [5.823, 3.282, 3.176], [5.127, 4.487, 3.695], [5.682, 5.266, 4.432], [3.718, 4.698, 3.271], [3.108, 3.840, 2.458], [3.807, 2.642, 1.944], [3.245, 1.852, 1.197], [5.697, 1.544, 1.971], [6.848, 3.143, 3.494], [3.226, 5.581, 3.659], [2.082, 3.978, 2.136], [3.369, -6.050, 3.001], [2.441, -5.556, 2.186], [1.082, -6.145, 2.121], [0.236, -5.695, 1.376], [0.796, -7.305, 2.999], [1.723, -7.800, 3.815], [3.083, -7.211, 3.882], [3.928, -7.658, 4.625], [4.367, -5.635, 3.063], [2.631, -4.710, 1.537], [-0.202, -7.720, 2.937], [1.532, -8.646, 4.463], [-4.452, -5.925, 5.152], [-4.598, -6.173, 6.451], [-4.460, -5.094, 7.461], [-4.589, -5.316, 8.643], [-4.155, -3.728, 6.964], [-4.010, -3.483, 5.665], [-4.148, -4.562, 4.658], [-4.017, -4.335, 3.471], [-4.548, -6.698, 4.400], [-4.821, -7.162, 6.831], [-4.059, -2.954, 7.715], [-3.786, -2.494, 5.283], [3.539, 3.366, -11.620], [3.083, 2.554, -12.570], [1.632, 2.271, -12.709], [1.217, 1.529, -13.573], [0.712, 2.929, -11.750], [1.169, 3.741, -10.801], [2.617, 4.023, -10.662], [3.032, 4.766, -9.795], [4.593, 3.584, -11.501], [3.739, 2.065, -13.278], [-0.343, 2.713, -11.867], [0.515, 4.227, -10.097]]}

=====

Entry 5:
{"formula": "C41H39F2N6O3S2Tl", "method": "ωB97M-V/def2-TZVPD", "max_force_ev_per_a": 0.9, "total_charge": -2, "de_lowest_kj_mol": 0.0, "total_energy_ev": -90031.54744, "lumo_ha": 0.1311, "elements": ["Tl", "C", "C", "N", "N", "C", "S", "S", "C", "C", "C", "C", "C", "C", "C", "C", "C", "C", "C", "C", "C", "O", "H", "H", "H", "H", "H", "H", "H", "H", "H", "H", "H", "H", "H", "H", "F", "C", "C", "C", "C", "C", "F", "C", "C", "C", "C", "C", "C", "N", "H", "H", "H", "H", "H", "H", "C", "N", "C", "C", "O", "H", "H", "H", "H", "H", "H", "H", "C", "N", "N", "C", "O", "C", "C", "C", "C", "C", "C", "C", "C", "C", "H", "H", "H", "H", "H", "H", "H", "H", "H", "H", "H", "H"], "positions_angstrom": [[-0.255, -0.522, 0.635], [2.030, 0.416, 4.012], [1.180, -0.810, 3.756], [-0.082, -0.624, 3.855], [-0.850, -1.757, 3.882], [-2.095, -1.617, 3.590], [-3.028, -0.278, 3.085], [-3.042, -3.162, 3.749], [-1.747, -4.448, 3.570], [-1.902, -5.191, 2.278], [-2.624, -6.380, 2.207], [-2.812, -7.031, 0.993], [-2.275, -6.495, -0.170], [-1.539, -5.316, -0.103], [-1.352, -4.667, 1.107], [1.884, -2.091, 3.497], [2.998, -2.399, 4.276], [3.735, -3.565, 4.114], [3.346, -4.450, 3.107], [2.272, -4.160, 2.295], [1.508, -2.958, 2.418], [0.571, -2.709, 1.585], [2.277, 0.486, 5.076], [1.470, 1.306, 3.728], [2.961, 0.376, 3.444], [-1.824, -5.115, 4.429], [-0.807, -3.895, 3.618], [-3.046, -6.796, 3.116], [-3.382, -7.953, 0.955], [-2.425, -6.996, -1.119], [-1.108, -4.895, -1.004], [-0.760, -3.757, 1.167], [3.288, -1.705, 5.059], [4.591, -3.774, 4.745], [3.905, -5.370, 2.953], [1.985, -4.838, 1.498], [5.488, -1.566, -0.114], [4.591, -0.573, 0.140], [3.242, -0.841, 0.172], [2.306, 0.187, 0.354], [2.811, 1.497, 0.531], [4.189, 1.699, 0.568], [4.722, 2.931, 0.869], [5.106, 0.692, 0.364], [1.864, 2.634, 0.684], [2.163, 3.942, 0.273], [1.216, 4.938, 0.415], [-0.014, 4.632, 0.981], [-0.235, 3.316, 1.359], [0.664, 2.353, 1.207], [2.905, -1.868, 0.058], [6.169, 0.884, 0.406], [3.125, 4.172, -0.161], [1.436, 5.948, 0.088], [-0.768, 5.394, 1.138], [-1.175, 3.012, 1.813], [-1.203, -0.371, -4.712], [-0.166, -1.048, -3.954], [1.219, -0.922, -4.360], [-0.467, -1.599, -2.746], [0.347, -2.056, -1.974], [-0.746, 0.121, -5.569], [-1.704, 0.385, -4.103], [-1.954, -1.073, -5.084], [1.446, -1.585, -5.201], [1.846, -1.195, -3.514], [1.436, 0.108, -4.651], [-1.548, -1.591, -2.537], [-2.606, 5.209, -1.390], [-3.121, 3.947, -1.910], [-2.174, 2.918, -2.008], [-2.717, 1.708, -1.571], [-2.152, 0.643, -1.686], [-4.032, 2.064, -1.065], [-4.214, 3.380, -1.262], [-5.396, 4.226, -0.939], [-0.983, 3.062, -2.742], [-0.914, 3.928, -3.830], [0.275, 4.053, -4.537], [1.389, 3.311, -4.173], [1.308, 2.438, -3.095], [0.131, 2.309, -2.378], [-1.671, 5.446, -1.889], [-2.423, 5.164, -0.312], [-3.327, 5.996, -1.608], [-4.709, 1.360, -0.612], [-6.192, 3.597, -0.549], [-5.756, 4.741, -1.832], [-5.159, 4.982, -0.187], [-1.791, 4.491, -4.124], [0.322, 4.728, -5.384], [2.314, 3.410, -4.729], [2.166, 1.849, -2.791], [0.074, 1.627, -1.540]]}